# 1
A 3-piece molecular cluster, C23H43BFN6O4S2 overall. Source: the OMol25 dataset; level of theory: ωB97M-V/def2-TZVPD.

```
80
Properties=species:S:1:pos:R:3:forces:R:3:lowdin_charge:R:1
H -2.088155 1.802395 1.889470 -0.5 -0.1 0.2 0.107
H 0.475251 0.059161 -0.965865 0.1 -0.2 -0.2 0.101
B 3.060164 4.452022 3.274422 0.4 0.6 0.6 -0.615
C 1.773452 -2.267367 2.585023 0.9 -0.4 0.1 -0.185
H -4.604755 -1.438869 0.575292 0.0 -0.1 0.0 0.073
H 1.837391 -3.065270 -4.805499 -0.1 0.1 0.0 0.078
H -0.121787 0.028980 3.684269 0.0 -0.2 0.0 0.086
H 2.614496 -0.522832 0.190884 0.1 0.1 -0.2 0.074
H 2.616353 -2.944518 2.663914 -0.2 -0.1 -0.5 0.141
H 0.290916 3.669993 2.843918 0.5 -0.1 0.0 0.151
H -1.682193 4.240442 3.475142 -0.1 -0.1 0.0 0.108
H -7.271276 -1.040056 1.397544 -0.1 -0.1 0.1 0.078
C 1.889969 1.562896 -1.637391 -0.3 -0.3 0.3 -0.111
H -7.434834 -0.159166 2.947800 0.1 -0.1 0.0 0.094
C -1.798753 3.745489 1.013808 -0.7 -0.9 0.4 -0.113
H -5.385490 -0.059017 3.796455 -0.1 -0.1 0.0 0.124
H -6.131122 -2.749971 2.101700 0.0 0.1 0.0 0.067
H -0.860505 -0.905019 1.318018 0.3 -0.5 -0.3 0.102
H 3.664108 2.405798 2.625066 -0.3 0.0 -0.2 0.140
C 4.259032 -3.630164 -5.558863 0.1 0.0 0.3 -0.208
H -1.839613 4.773051 1.388329 0.0 -0.1 -0.3 0.128
O 3.338501 4.651853 4.613705 0.3 -0.7 -0.5 0.164
H 4.010325 -1.548548 -7.311860 0.0 0.0 0.0 0.081
N 2.304931 2.311232 0.596201 -1.6 0.6 0.1 0.230
H 4.376101 -1.640909 -4.795523 0.0 -0.1 0.1 0.132
C 2.742232 2.951710 2.838535 -0.6 0.3 0.3 0.043
H -5.865750 -2.494884 3.831351 0.0 0.0 0.0 0.082
O -5.763506 0.329632 1.793021 0.0 0.1 0.2 -0.198
N -3.861979 -1.730706 1.206529 0.1 0.3 0.1 0.050
H 4.737764 -3.960567 -4.632237 -0.1 0.0 0.0 0.122
O 3.335523 -4.649278 -5.886573 0.1 0.1 -0.1 -0.186
H 1.200818 -0.347051 -2.529797 0.1 0.2 0.1 0.105
C 0.967914 -2.967499 0.336753 -0.5 0.0 -0.3 -1.109
H 2.087184 -4.048655 -7.431070 0.1 0.1 -0.1 0.075
C 0.000785 -1.230866 1.888228 -1.3 1.0 -0.4 -0.113
H -3.123364 -1.052109 1.039526 0.0 -0.1 0.0 0.041
H -3.171410 3.447975 4.007103 0.3 -0.2 0.2 0.126
C 1.410273 0.084600 -1.543614 0.2 -0.3 -0.1 -0.228
C 0.572859 3.281478 1.869604 -1.4 0.5 -0.2 0.049
C 2.949746 -4.694014 -7.250222 -0.2 -0.1 0.1 -0.100
H 2.671898 6.270052 2.916502 0.6 0.3 -0.2 0.125
C -7.116605 -0.086194 1.904812 0.0 0.1 -0.3 -0.095
H 3.772081 -4.417457 -7.915510 0.0 0.1 0.0 0.092
C -4.358313 -1.563319 2.577406 -0.3 -0.1 -0.1 -0.426
H -2.349988 3.663431 0.071395 0.4 0.3 0.0 0.125
N 0.907528 -2.189515 1.530369 0.6 0.1 -0.1 -0.147
C 0.075487 2.697351 -0.339623 0.0 0.3 1.2 0.094
H -4.863693 -3.630868 2.931888 0.0 0.0 -0.1 0.080
C 3.212045 -1.521048 -6.567872 0.1 0.2 0.0 -0.070
S 0.000255 -4.238436 0.136731 0.1 0.0 0.0 0.767
C -2.527995 2.794188 2.037413 1.0 1.2 0.2 -0.126
H 3.001619 -0.473449 -6.346676 0.0 0.0 0.0 0.072
H 2.650339 -5.716864 -7.476680 0.0 0.0 0.1 0.090
H -0.545346 2.595037 -1.224161 0.1 0.0 0.1 0.149
C 2.475677 -0.789992 -0.865766 -0.4 0.4 0.6 -0.464
C -2.227099 3.288545 3.476165 -0.5 -0.2 -0.4 -0.186
C 1.404193 2.241072 -0.365833 1.0 -0.5 -2.5 -0.221
H 1.474789 2.025591 -2.538306 -0.1 0.1 0.3 0.124
C -0.391011 3.256911 0.837847 0.6 -0.1 -0.8 -0.129
C -5.367636 -2.666058 2.875024 0.0 -0.1 0.1 -0.063
H 2.311485 -1.939137 -7.017030 0.0 -0.1 0.0 0.065
S 2.116165 -2.562822 -0.932705 0.0 -0.2 0.0 0.926
F -1.431395 2.374828 4.166355 -0.1 0.0 0.0 -0.063
H -3.516515 -1.701923 3.263624 0.0 0.1 0.0 0.135
C -4.905609 -0.146666 2.813736 0.2 0.1 0.0 -0.209
O 3.053141 5.528702 2.424079 -0.9 -0.7 -0.1 0.181
C 3.621505 -2.256646 -5.296127 -0.2 -0.1 -0.3 -0.428
H 3.417430 -0.625306 -1.403028 -0.1 -0.4 0.2 0.086
H 4.204047 5.064007 4.732482 -0.3 0.4 0.3 0.126
H 5.051139 -3.566445 -6.315206 -0.1 0.1 -0.1 0.122
H -3.607980 2.800822 1.874971 0.2 -0.2 -0.2 0.116
H 2.751440 -2.770834 -3.527945 0.0 0.0 0.0 0.013
H 2.980156 1.634920 -1.714009 -0.2 -0.1 0.1 0.123
H -4.053773 0.541516 2.819213 0.0 0.0 0.0 0.094
N 2.455502 -2.360633 -4.409358 0.2 0.0 0.2 0.043
H -7.735270 0.658668 1.404980 0.1 0.0 0.0 0.089
N 1.487522 -1.439167 3.528848 -0.6 1.0 0.7 0.067
C 0.352104 -0.749987 3.102545 1.0 -0.6 0.2 -0.135
H 2.246112 2.474580 3.694487 0.2 -0.1 -0.2 0.141
N 1.792978 2.851176 1.691869 1.6 -0.2 1.3 -0.069
```
Forces are in eV/Å.

E (eV): -66737.22135
Frontier orbital gap (eV): 6.77
Energy above the lowest of the compared OMol25 structures with the same formula, charge and spin (eV): 0.000
Molar mass (g/mol): 561.6
Charge: +1


# 2
C23H43BeCaCl2F3NO13S2 as an isolated structure. Source: the OMol25 dataset; level of theory: ωB97M-V/def2-TZVPD.

```
89
Properties=species:S:1:pos:R:3:forces:R:3:lowdin_charge:R:1
H -1.992425 0.023357 -3.885432 0.1 0.0 0.0 0.084
C 1.952152 0.533125 -6.532787 -0.2 -0.5 0.1 -0.010
H -1.260638 2.370781 -8.513291 0.1 0.0 0.0 0.110
C -1.254780 0.668360 -7.179397 0.6 -0.1 -0.4 -0.135
C -2.308656 -1.920460 8.223004 0.1 0.0 0.1 -0.269
H 2.066246 -3.943563 3.495499 0.0 0.1 -0.1 0.032
O -0.015593 2.007617 1.979474 0.6 -0.6 -0.9 -0.256
H 4.707113 1.316136 4.797479 -0.5 0.0 0.3 0.114
H -3.242151 1.996482 -5.809158 0.1 -0.1 0.0 0.093
H 1.351600 -0.222425 -7.037023 0.0 0.0 0.1 0.068
C 2.102104 0.065258 4.547995 -1.4 1.3 1.0 -0.264
C 1.252947 -3.843029 -6.041585 0.0 0.0 0.4 -0.310
O 2.710657 7.486871 3.141820 0.0 -0.1 0.1 -0.378
H 0.930192 -4.199681 -7.019661 0.0 0.2 0.0 0.112
H -1.902961 3.123251 -6.009547 0.0 0.0 0.0 0.082
F 2.442692 3.232447 9.364720 0.2 -0.3 0.4 -0.616
C -0.176885 0.707971 3.962590 -0.4 0.9 -0.5 0.114
C -1.871531 -0.163577 -4.952548 0.6 -0.1 0.6 -0.028
H 2.321099 -4.056179 -5.931302 0.0 -0.1 -0.1 0.110
O 0.420805 6.908020 3.315873 0.2 0.4 -0.1 -0.491
C 0.569806 2.451927 -7.385102 -0.5 0.2 -0.1 -0.139
H 0.760899 -4.144195 -3.959220 0.1 -0.1 0.0 0.076
C -2.231317 2.233228 -5.469183 -0.1 0.3 -0.1 -0.012
F 2.149979 3.537677 3.386404 -0.2 -0.1 -0.4 0.105
H -1.708263 -3.284096 3.749220 0.1 0.0 -0.2 0.066
H -0.776221 -0.307907 -7.296515 0.0 0.0 0.2 0.108
H -2.862265 -0.391931 -5.348634 0.1 0.2 -0.2 0.096
H -2.275741 -4.202813 0.117805 0.1 0.1 0.0 0.061
H -1.269790 0.650675 4.030613 0.5 0.1 -0.5 0.153
H 4.144230 2.988300 4.620653 -0.4 -0.4 0.4 0.113
O 2.832333 -0.867659 4.568038 1.1 -1.0 0.1 0.155
H -2.053039 -0.886153 7.998112 0.0 -0.1 -0.1 0.059
C 2.569965 1.493830 4.357818 0.6 -0.1 0.0 -0.116
O 2.273602 1.385330 7.116739 1.2 -1.5 -1.3 -0.337
O 2.682378 -3.342830 3.063825 0.0 0.0 0.1 -0.068
O 0.419694 0.954235 -4.103294 -0.2 0.8 0.0 -0.046
H 1.368661 2.667191 -8.097303 0.1 -0.1 0.2 0.123
H 2.758895 0.812665 -7.213992 -0.1 0.2 0.1 0.099
O -1.043396 -2.239458 1.436601 0.1 0.9 -0.5 -0.185
H 2.416789 0.059559 -5.666567 -0.1 0.1 0.1 0.083
H -1.251687 -1.054022 -5.079513 0.1 0.1 0.0 0.077
H 2.633608 2.359978 -4.638368 -0.1 -0.1 0.0 0.077
H -3.183304 -1.944616 8.872484 0.0 0.0 0.0 -0.026
H -2.276762 0.528990 -7.540117 0.0 0.1 0.3 0.126
H 1.551292 3.665746 -5.135913 0.0 0.0 0.0 0.092
Be -4.993644 -3.606919 9.311354 -1.1 0.4 1.1 0.396
O 1.060516 -2.429881 -6.012310 -0.1 0.0 -0.2 -0.109
H 2.641489 -2.538042 3.597846 0.1 -0.1 0.0 -0.017
H -3.385314 -5.033608 6.586913 0.0 0.1 0.0 0.056
H -3.949050 -4.261223 8.108525 1.0 -0.3 -1.0 -0.196
C -2.279334 -2.698269 1.707013 0.5 -0.9 0.5 -0.652
H -0.123814 1.124144 -8.945949 -0.1 0.0 0.0 0.112
O 3.212530 3.549115 7.010163 1.8 0.1 -1.0 -0.325
C 0.454712 -4.515122 -4.940516 -0.1 0.0 0.0 -0.088
Cl 0.047058 4.868637 1.877145 -0.7 -2.4 -1.4 0.096
O 1.526841 6.827244 1.211485 0.5 0.9 0.0 -0.543
H -0.608159 -4.292536 -5.049270 0.0 0.0 -0.1 0.075
O 1.067275 8.908642 2.219262 -0.1 0.0 0.1 -0.377
H -2.292492 2.495603 -4.411272 0.1 -0.1 0.0 0.090
H 0.591648 -5.597658 -4.962766 0.0 0.0 0.1 0.075
S 3.458674 2.157141 6.786465 -3.2 1.8 2.1 0.690
Cl 1.433043 7.534693 2.472036 0.4 0.4 -0.2 0.601
Ca 0.834059 2.063835 -0.087388 -1.0 1.5 1.4 1.528
C -1.277955 1.040310 -5.687270 -1.8 0.6 -0.6 -0.480
C 0.579114 -0.076769 4.710453 0.7 0.8 -0.2 -0.174
O -3.919640 -2.176822 6.125534 0.0 -0.1 0.2 -0.547
C -2.466818 -2.684032 3.239873 -0.4 -0.2 0.3 -0.095
H 2.841081 3.125539 -6.208205 -0.1 -0.1 -0.1 0.092
H 1.355393 -2.112967 -5.150310 -0.1 0.0 -0.1 0.077
H -1.463113 -2.404733 8.713029 0.0 0.0 0.0 0.062
H 0.168053 3.429645 -7.101428 0.1 0.0 0.2 0.114
H -1.629881 -4.798603 1.653542 0.1 0.2 0.0 0.070
C 3.854312 1.994413 5.001358 0.3 -0.8 -0.6 -0.154
C -3.093926 -4.361854 7.394084 0.1 -0.1 -0.1 -0.322
S -2.665749 -2.763424 6.668956 0.1 0.0 0.0 0.751
H -3.370150 -4.573320 1.452393 0.0 0.0 0.0 0.066
C 1.142881 1.769018 -6.132043 0.7 1.5 -1.1 -0.494
C 1.810747 2.292565 3.609609 -0.8 -0.7 0.0 -0.173
F 0.060900 -0.947762 5.551799 0.5 -0.2 -0.2 0.137
C 2.096049 2.786221 -5.486886 0.0 0.0 0.4 -0.032
C -0.539242 1.666179 -8.093113 0.0 0.0 -0.2 -0.166
H -3.154801 -2.163808 1.286892 0.2 0.4 -0.2 0.116
H -3.446642 -3.090428 3.513750 0.0 0.1 0.0 0.070
C 0.493776 1.705843 3.046974 0.1 -0.4 2.0 -0.262
H -2.414980 -1.667603 3.634529 0.0 0.0 -0.1 0.054
N 0.038131 1.499736 -5.203853 0.9 -2.7 0.8 -0.086
H -2.223981 -4.769550 7.911204 0.0 0.0 0.1 0.060
C -2.387736 -4.152827 1.203404 -0.5 -0.4 0.0 -0.088
H 4.485805 1.664825 7.565674 -0.1 0.2 -0.7 0.093
```
Forces are in eV/Å.

E (eV): -126338.49673
Frontier orbital gap (eV): 1.21
Energy above the lowest of the compared OMol25 structures with the same formula, charge and spin (eV): 1.652
Molar mass (g/mol): 782.7
Charge: -1


# 3
A 8-piece molecular cluster, C23H43Br3O9 overall. Source: the OMol25 dataset; level of theory: ωB97M-V/def2-TZVPD.

```
78
Properties=species:S:1:pos:R:3:forces:R:3:lowdin_charge:R:1
H 3.826040 -3.877255 4.230205 -0.2 0.0 -0.4 0.085
H -0.650910 -4.593435 2.201775 -0.1 -0.2 -0.1 0.084
H -5.845720 0.077825 0.509205 0.1 -0.3 -1.2 0.140
C -3.718870 0.554115 0.653655 0.5 0.0 2.0 -0.338
C -3.211340 0.919235 2.097575 -1.4 -1.4 -0.9 0.001
H 1.888170 -0.312995 4.330675 -0.3 0.3 -0.6 0.092
O -3.625460 2.776705 -2.042485 -0.2 -2.3 2.9 0.088
O 2.951000 -2.141395 2.511915 0.3 0.8 -1.0 0.079
C -0.661660 -3.542505 1.912765 -1.2 -0.3 0.0 -0.010
H 1.714650 4.313095 -0.359665 -0.3 -0.5 -0.3 0.062
Br -2.542090 2.966095 -6.962945 0.4 -0.1 2.2 0.483
C 4.247220 1.865915 -0.729745 0.3 0.4 1.0 -0.003
H -3.307600 1.981335 2.322925 0.0 -0.1 -0.1 0.087
C 2.955540 -3.310175 4.559995 1.2 -0.2 0.5 -0.028
H 1.198550 5.893765 0.030345 -0.4 0.3 -0.6 0.085
O 3.137760 2.885805 1.136105 0.3 -0.3 0.3 0.060
C -1.980750 -3.191145 1.166265 0.2 2.0 -2.5 -0.430
H 0.232240 -3.337685 1.323615 -0.3 0.1 -0.1 0.079
C 4.639310 1.123645 1.774965 -0.4 1.1 0.0 -0.006
H 0.569890 -1.416635 3.676475 0.2 0.5 -0.3 0.062
C -0.212500 0.538595 -1.741825 0.2 -0.3 1.0 -0.084
H -0.551230 2.587375 2.209665 0.9 0.2 0.3 0.070
H 3.732130 1.019435 -1.183905 0.2 -0.2 0.3 0.066
H 2.648540 -0.899215 -0.184805 0.3 0.3 -0.1 0.080
H -3.399940 -4.123635 2.290435 -0.9 -0.1 0.1 0.085
C -0.449100 3.155415 1.285005 -0.7 1.0 1.1 -0.016
H -5.574450 1.602955 1.074715 0.3 0.8 -0.1 0.136
H -2.974610 -2.581885 2.863075 -0.4 0.3 0.2 0.071
H 3.996260 0.253215 1.905125 -0.1 0.0 0.3 0.060
C 1.073890 -0.297975 -1.548035 -1.3 -0.9 -1.3 -0.401
H -2.218840 0.539165 2.339645 0.1 0.2 -0.4 0.073
H 0.005840 4.775285 -0.855335 0.3 0.1 -0.2 0.082
C 0.543120 -3.649635 -4.781255 0.1 0.2 0.7 -0.438
H 3.984360 2.749965 -1.310645 0.0 0.1 0.2 0.081
H 5.645540 0.749635 1.585925 -0.1 0.3 -0.6 0.080
H 5.326060 1.711045 -0.715215 0.0 -0.2 -0.7 0.078
H -4.178520 -2.608425 1.525435 0.4 -0.4 -0.4 0.079
O 0.458740 5.290035 2.169035 -0.4 -1.7 -0.6 0.048
C -5.158750 0.908035 0.345075 -0.4 -0.5 2.3 -0.108
H 1.205010 -1.544905 5.278855 0.3 -0.6 0.0 0.079
C 0.350450 4.489495 1.249205 0.2 0.0 0.1 -0.474
O -3.036860 1.350905 -0.230755 1.2 2.8 -2.9 0.034
C 1.803700 -2.887665 -5.262525 -1.1 0.2 0.6 -0.017
C -3.896610 1.990415 -1.136745 2.1 0.3 -1.5 -0.461
H -0.653260 -3.003925 2.860365 0.1 0.2 0.0 0.054
O -5.079390 1.468405 -0.924115 -2.3 0.3 -0.8 0.109
H -0.855980 0.148655 -2.530495 0.6 0.0 -0.2 0.037
H -1.540900 -3.077635 -4.504815 0.0 0.0 -0.1 0.077
H 1.673820 -1.843305 -4.978745 0.3 0.0 -0.2 0.050
H 3.253410 -2.845665 5.499995 -0.2 -0.1 0.3 0.086
H -2.799350 2.414735 -4.327485 0.0 -0.2 -0.8 -0.059
O -1.934590 -2.826085 -0.016675 0.0 -0.9 2.0 0.028
Br -2.129890 4.741365 -4.123955 0.5 -1.1 -1.0 0.538
C 3.938840 2.055685 0.771285 -0.1 -0.6 -1.4 -0.478
Br -0.324280 1.887355 -4.680515 -1.6 1.4 -0.7 0.561
H 1.951550 -2.975185 -6.338895 -0.1 -0.2 0.1 0.078
H -0.852610 0.494425 -0.860685 0.3 0.0 0.4 0.054
C -3.301140 -3.090855 1.956205 2.2 -0.8 0.7 -0.017
C -0.586870 -2.872645 -4.019135 0.5 -0.1 -0.5 -0.018
C 1.706410 -0.353525 -0.132785 0.2 -0.8 -1.8 -0.011
H 2.658100 -3.293485 -4.720845 0.0 -0.1 -0.1 0.082
C 1.491980 -1.325265 4.250495 -0.1 0.7 0.2 -0.018
H -3.904210 0.324295 2.692615 0.0 0.3 0.7 0.076
O 0.470880 -4.850345 -4.913425 -0.2 0.4 -0.1 0.044
C 2.558020 -2.203325 3.637155 -1.0 -1.5 1.3 -0.518
H -1.416180 3.656695 1.324865 -0.7 -0.2 -0.6 0.081
H 2.131060 -3.993255 4.764275 -0.1 0.1 0.0 0.091
H -0.701760 -3.194645 -2.984135 0.3 -0.5 0.0 0.074
H -0.413720 -1.799835 -3.934275 0.1 -0.1 -0.4 0.034
H -3.516770 -0.489665 0.413295 0.1 -0.2 0.1 0.135
H -0.446580 2.432585 0.469155 0.4 0.6 -0.3 0.053
C -2.081050 2.928335 -4.966515 0.9 0.3 -0.2 -1.365
H -0.004840 1.594055 -1.917855 0.1 0.0 0.0 0.040
C 0.815570 4.886615 -0.134195 0.6 0.3 1.1 -0.021
H 1.080590 -1.101375 0.354215 -0.4 0.5 0.6 0.074
H 4.680900 1.786955 2.638895 -0.1 -0.6 0.5 0.083
O 1.364120 -1.049445 -2.484135 0.6 1.2 1.9 0.026
H 1.829940 0.617335 0.347065 -0.5 -0.3 0.2 0.067
```
Forces are in eV/Å.

E (eV): -253100.17473
Frontier orbital gap (eV): 8.45
Molar mass (g/mol): 703.3
SMILES: C[C@H]1COC(=O)O1.BrC(Br)Br.CC(C)=O.CC(C)=O.CC(C)=O.CC(C)=O.CC(C)=O.CC(C)=O
Charge: 0